Entry 1:
C7H18IN2 | ωB97M-V/def2-TZVPD

Calculated values
LUMO energy	-2.95	eV
frontier orbital gap	9.47	eV
HOMO	-12.42	eV
multiplicity	1
net charge	+1
relative energy (zero: lowest compared OMol25 entry of this formula, charge and spin)	86.3	kcal/mol

Structure (XYZ):
```
28
Properties=species:S:1:pos:R:3:forces:R:3:lowdin_charge:R:1
C -0.8436 -2.5908 -0.7450 -2.4 0.9 -1.6 -0.026
C -1.5852 -2.5763 1.6046 -0.9 -0.3 -0.8 -0.054
C -3.0783 -1.6229 -0.2849 -3.2 -2.6 -0.8 -0.079
C 0.7483 2.6816 -1.5831 -2.4 0.1 -1.9 -0.033
C 1.2636 2.8940 0.7994 1.6 0.2 0.6 0.006
C -1.8509 -2.3038 0.1021 1.8 -0.4 1.4 -0.455
C 0.0432 0.9449 -0.1418 -1.4 -0.5 0.5 -0.056
N 0.5132 -0.2528 -0.1989 3.9 2.4 0.4 0.155
N 1.0699 1.9551 -0.3841 2.1 0.5 1.1 -0.260
I 4.5080 0.3424 1.0556 -0.4 0.0 0.3 0.489
H -0.9809 -2.1685 -1.7850 0.5 -1.0 1.0 0.100
H 5.8766 0.2960 0.2529 0.3 0.0 -0.3 -0.323
H -0.0552 -3.2621 -0.5016 0.7 -0.1 0.1 0.069
H -0.5178 -2.7951 1.5917 -0.1 -0.5 0.9 0.060
H -1.7429 -1.6427 2.1752 0.0 -0.4 -0.2 0.084
H -2.2430 -3.3941 2.0465 1.0 1.0 -0.6 0.108
H -3.2800 -1.7178 -1.3930 0.3 0.5 1.2 0.102
H -3.9650 -2.2273 0.2200 1.6 1.0 -1.0 0.136
H -3.2646 -0.6589 0.1028 0.3 1.3 0.3 0.060
H 0.5461 1.9674 -2.4286 0.6 0.9 0.7 0.135
H -0.1628 3.2888 -1.4703 0.0 -0.6 0.4 0.122
H 1.4900 3.4093 -1.7236 1.4 0.6 -0.8 0.087
H 1.8793 3.8778 0.6166 -1.4 -2.1 -0.3 0.159
H 0.3104 3.0458 1.2306 -1.1 0.7 0.1 0.079
H 1.7888 2.3177 1.5786 0.1 0.2 -0.5 0.076
H 1.6129 -0.3504 -0.2492 -2.6 -0.6 0.0 0.131
H -0.0986 -1.0227 0.0444 -0.2 -0.8 -0.3 0.028
H 2.0183 1.5652 -0.5317 -0.1 -0.2 0.0 0.099
```
Positions in Å, forces in eV/Å.

Entry 2:
C58H85BN8O2S2Si2 | ωB97M-V/def2-TZVPD

Calculated values
LUMO energy	0.11	eV
frontier orbital gap	8.15	eV
HOMO	-8.04	eV
multiplicity	1

Structure (XYZ):
```
158
Properties=species:S:1:pos:R:3:forces:R:3:lowdin_charge:R:1
C -1.8028 0.3400 3.3880 -0.9 0.7 -0.3 -0.066
C -2.7189 0.9928 2.6541 0.3 -0.6 -0.2 -0.246
Si -2.3852 1.4608 0.8849 0.0 -0.2 0.0 0.534
O -1.2184 0.4583 0.2253 0.2 0.4 0.2 -0.400
Si 0.1700 1.2153 -0.3011 0.3 -0.1 -0.2 0.501
C 1.3034 0.0204 -1.1987 -0.4 0.1 -0.2 -0.289
C 1.6821 0.5448 -2.6059 0.1 -0.2 0.2 -0.316
C 3.0692 1.1626 -2.6561 0.3 0.1 -0.3 -0.479
S 3.2782 2.6548 -1.6472 -0.5 -0.1 0.3 0.884
C 2.3218 3.9666 -2.3890 0.2 -0.2 -0.3 -1.104
S 1.5628 4.9734 -1.3629 0.2 0.2 0.1 0.698
N 2.4355 4.1615 -3.7764 -0.6 0.1 0.1 -0.182
C 2.5440 5.5725 -4.1912 0.5 0.1 0.0 -0.211
C 3.1860 5.6786 -5.5923 -0.4 0.1 0.2 -0.165
C 2.2012 6.1051 -6.7000 0.1 -0.2 0.0 -0.196
C 2.3993 5.3656 -8.0422 -0.3 0.3 0.1 -0.191
C 1.1580 4.5893 -8.5292 0.1 -0.3 -0.1 -0.196
C 1.5065 3.2188 -9.1551 -0.1 0.0 0.3 -0.210
C 0.9609 2.0184 -8.3801 -0.2 -0.1 -0.1 -0.264
C -0.5646 1.8909 -8.3726 0.3 -0.2 0.0 -0.117
C 1.4831 3.3845 -4.6059 0.0 -0.3 0.0 -0.160
C 0.0066 3.3627 -4.1931 -0.2 0.2 -0.4 -0.172
C -0.7824 4.6759 -4.3331 -0.4 -0.1 0.1 -0.185
C -2.2062 4.5156 -4.9201 0.0 0.3 0.1 -0.186
C -3.2740 5.2346 -4.0790 0.3 0.1 -0.1 -0.215
C -3.3287 6.7450 -4.3320 -0.2 0.0 0.0 -0.221
C -3.8363 7.1745 -5.7093 0.0 0.0 0.0 -0.258
C -5.2898 6.7644 -6.0073 0.2 0.0 -0.1 -0.096
B -4.0245 1.5710 -0.2945 0.0 -0.1 -0.2 -0.494
C -4.5373 0.3702 -1.1662 -0.2 0.4 0.3 -0.046
O -4.7142 2.7776 -0.3361 0.0 -0.4 -0.8 0.043
H -1.8770 0.3279 4.4671 0.0 -0.5 0.0 0.041
H -0.9682 -0.1619 2.9152 0.3 0.3 0.2 0.043
H -3.6674 1.3029 3.0903 0.3 0.4 0.3 0.053
H -1.8025 2.8371 0.9488 0.0 0.0 0.0 0.009
H 0.8709 1.9170 0.7964 -0.1 -0.1 0.1 -0.004
H -0.2604 2.2570 -1.2657 0.0 0.0 0.0 -0.013
H 2.1900 -0.1674 -0.5931 0.1 0.0 -0.1 0.031
H 0.7970 -0.9429 -1.3078 -0.1 0.0 0.1 0.077
H 0.9457 1.2722 -2.9481 0.0 -0.1 -0.1 0.048
H 1.6645 -0.2761 -3.3279 0.0 0.0 0.0 0.113
H 3.7815 0.4648 -2.2078 0.0 0.1 0.0 0.052
H 3.4152 1.3505 -3.6731 -0.1 0.0 0.0 0.071
H 3.1925 6.0632 -3.4651 -0.1 -0.1 0.1 0.104
H 1.5938 6.1045 -4.1495 -0.1 0.0 0.0 0.096
H 3.6160 4.7040 -5.8278 0.1 0.0 0.0 0.106
H 4.0100 6.3887 -5.5219 0.1 0.0 -0.1 0.108
H 2.2533 7.1866 -6.8368 0.0 0.0 0.0 0.109
H 1.1922 5.8986 -6.3440 -0.1 0.1 0.0 0.071
H 3.2302 4.6666 -7.9425 0.1 0.0 0.0 0.094
H 2.6691 6.1018 -8.8016 0.2 -0.2 -0.1 0.106
H 0.4688 4.4244 -7.6947 0.0 0.0 0.0 0.083
H 0.6115 5.1934 -9.2554 -0.1 0.0 0.1 0.108
H 2.5938 3.1214 -9.1659 0.0 0.0 -0.3 0.098
H 1.1449 3.1491 -10.1829 0.1 0.1 -0.1 0.108
H 1.3536 1.1158 -8.8574 0.1 0.0 0.1 0.103
H 1.3428 2.0187 -7.3538 0.0 0.1 0.0 0.090
H -0.8661 1.1638 -7.6157 -0.1 0.1 0.0 0.069
H -0.9175 1.5061 -9.3293 -0.1 0.2 0.0 0.054
H -1.0658 2.8375 -8.1657 0.0 0.0 0.0 0.059
H 1.8300 2.3513 -4.6759 0.0 0.1 0.1 0.096
H 1.5406 3.7783 -5.6211 0.1 0.1 0.0 0.099
H -0.1170 2.9989 -3.1762 0.1 -0.1 0.1 0.051
H -0.4688 2.6171 -4.8415 0.1 -0.1 0.0 0.111
H -0.8972 5.1239 -3.3430 0.3 0.1 0.0 0.092
H -0.2505 5.3974 -4.9445 0.2 0.0 0.0 0.079
H -2.2113 4.9584 -5.9200 -0.1 -0.3 -0.1 0.095
H -2.4787 3.4642 -5.0295 0.1 -0.1 0.0 0.104
H -3.0120 5.1090 -3.0229 -0.2 -0.2 0.0 0.101
H -4.2552 4.7801 -4.2344 0.0 0.0 0.0 0.094
H -2.3333 7.1688 -4.1661 0.0 0.0 0.0 0.111
H -3.9901 7.2015 -3.5878 0.1 0.0 0.1 0.111
H -3.7534 8.2627 -5.7602 0.0 0.0 0.0 0.100
H -3.1804 6.8001 -6.4991 0.0 -0.1 0.1 0.090
H -5.9392 7.6372 -6.0380 -0.1 -0.1 0.0 0.066
H -5.3538 6.2599 -6.9712 -0.1 0.0 0.0 0.066
H -5.6807 6.0682 -5.2652 0.0 0.0 0.1 0.048
H -5.1668 0.7339 -1.9809 0.0 -0.1 0.0 0.060
H -3.6866 -0.1899 -1.5584 -0.1 -0.1 0.0 0.056
H -5.1330 -0.3033 -0.5404 0.0 -0.1 -0.1 0.070
H -4.1386 3.5060 -0.5816 0.1 0.4 0.7 0.087
N -3.3810 0.7096 -9.8836 -0.1 0.0 0.0 0.052
C -3.6689 -0.5862 -9.7862 0.1 0.0 0.0 -0.153
C -4.7937 -1.0797 -9.1428 0.0 0.0 0.0 -0.074
C -5.6705 -0.1765 -8.5659 0.0 0.0 0.0 -0.081
C -5.3854 1.1761 -8.6570 0.0 0.0 0.0 -0.073
C -4.2324 1.5655 -9.3236 0.0 0.0 0.0 -0.155
H -2.9583 -1.2628 -10.2485 0.0 0.0 0.0 0.104
H -4.9747 -2.1447 -9.0976 0.0 0.0 0.0 0.100
H -6.5602 -0.5199 -8.0542 0.0 0.0 0.0 0.105
H -6.0416 1.9153 -8.2204 0.0 0.0 0.0 0.100
H -3.9750 2.6156 -9.4152 0.0 0.0 0.0 0.104
N -0.5744 -1.8485 5.2957 0.1 -0.1 0.1 0.049
C -1.3851 -2.8204 5.7073 0.0 0.0 0.0 -0.154
C -0.9932 -3.8356 6.5674 0.0 0.0 0.0 -0.072
C 0.3145 -3.8479 7.0281 -0.1 -0.1 0.0 -0.075
C 1.1692 -2.8423 6.6060 0.0 0.0 0.0 -0.070
C 0.6786 -1.8716 5.7460 0.0 0.0 0.0 -0.151
H -2.4000 -2.7796 5.3247 0.0 0.0 0.0 0.104
H -1.6991 -4.5978 6.8686 0.0 0.0 0.0 0.099
H 0.6690 -4.6153 7.7022 0.0 0.0 0.0 0.076
H 2.1978 -2.8111 6.9375 0.0 0.0 0.0 0.086
H 1.3191 -1.0676 5.3973 0.0 0.0 0.0 0.104
N 2.4887 -5.0273 9.3381 0.1 0.0 0.0 0.050
C 3.6494 -4.3738 9.3221 0.0 0.0 0.0 -0.157
C 4.8186 -4.8694 9.8779 0.0 0.0 0.0 -0.070
C 4.7821 -6.1139 10.4875 0.0 0.0 0.0 -0.081
C 3.5830 -6.8081 10.5169 0.1 0.1 -0.1 -0.091
C 2.4730 -6.2217 9.9292 -0.1 0.0 0.0 -0.148
H 3.6388 -3.4016 8.8407 0.0 0.0 0.0 0.093
H 5.7324 -4.2930 9.8314 0.0 0.0 0.0 0.100
H 5.6719 -6.5407 10.9305 0.0 0.0 -0.1 0.098
H 3.5026 -7.7781 10.9827 -0.1 0.0 0.0 0.072
H 1.5175 -6.7358 9.9318 0.0 0.0 0.0 0.102
N 6.1945 -9.1328 9.4286 0.0 0.0 0.0 0.060
C 5.2278 -9.4436 8.5676 0.0 0.1 0.0 -0.152
C 5.1304 -10.6747 7.9365 0.0 0.0 0.0 -0.070
C 6.0896 -11.6354 8.2114 0.0 0.0 0.0 -0.082
C 7.1033 -11.3259 9.1035 0.0 0.0 0.0 -0.075
C 7.1092 -10.0659 9.6825 0.0 0.0 0.0 -0.155
H 4.4983 -8.6632 8.3783 0.0 0.0 0.0 0.098
H 4.3212 -10.8715 7.2467 0.0 0.0 0.0 0.101
H 6.0484 -12.6081 7.7385 0.0 0.0 0.0 0.105
H 7.8744 -12.0435 9.3477 0.0 0.0 0.0 0.100
H 7.8853 -9.7875 10.3871 0.0 0.0 0.0 0.102
N 2.0574 -8.6580 12.7367 -0.1 -0.1 0.0 0.052
C 2.7896 -8.4673 13.8308 0.0 0.0 0.0 -0.149
C 2.3935 -8.8649 15.0987 0.0 0.0 0.0 -0.070
C 1.1671 -9.4937 15.2380 0.0 0.0 0.0 -0.079
C 0.3919 -9.6983 14.1079 0.0 0.0 0.0 -0.072
C 0.8815 -9.2643 12.8856 0.0 0.0 0.0 -0.148
H 3.7415 -7.9679 13.6805 0.0 0.0 0.0 0.104
H 3.0317 -8.6843 15.9525 0.0 0.0 0.0 0.102
H 0.8209 -9.8184 16.2106 0.0 0.0 0.0 0.105
H -0.5723 -10.1835 14.1694 0.0 0.0 0.0 0.101
H 0.3049 -9.4080 11.9783 0.0 0.0 0.0 0.104
N 4.1772 -1.1977 0.1999 0.2 0.0 0.0 0.055
C 5.4563 -0.9902 -0.1052 0.0 0.0 0.0 -0.147
C 6.5016 -1.7308 0.4248 0.0 0.0 0.0 -0.069
C 6.2025 -2.7414 1.3242 0.0 0.0 0.0 -0.079
C 4.8760 -2.9681 1.6534 0.0 0.0 0.0 -0.069
C 3.9054 -2.1721 1.0646 -0.1 0.0 0.0 -0.143
H 5.6526 -0.1872 -0.8085 0.0 0.0 0.0 0.099
H 7.5223 -1.5175 0.1390 0.0 0.0 0.0 0.102
H 6.9898 -3.3414 1.7616 0.0 0.0 0.0 0.105
H 4.5956 -3.7447 2.3514 0.0 0.0 0.0 0.102
H 2.8553 -2.3197 1.2948 0.0 0.0 0.0 0.108
N -9.8337 4.6908 -0.2083 0.0 0.0 0.0 0.050
C -8.6496 4.0837 -0.1656 0.0 0.0 0.0 -0.150
C -7.6662 4.2414 -1.1317 0.0 0.0 -0.1 -0.062
C -7.9324 5.0775 -2.2044 0.0 0.0 0.0 -0.079
C -9.1601 5.7172 -2.2654 0.0 0.0 0.0 -0.078
C -10.0714 5.4910 -1.2448 0.0 0.0 0.0 -0.163
H -8.4812 3.4372 0.6886 0.0 0.0 0.0 0.104
H -6.7205 3.7250 -1.0412 0.0 0.0 0.0 0.076
H -7.1930 5.2288 -2.9815 0.0 0.0 0.0 0.093
H -9.4093 6.3780 -3.0847 0.0 0.0 0.0 0.098
H -11.0421 5.9748 -1.2551 0.0 0.0 0.0 0.100
```
Positions in Å, forces in eV/Å.

Entry 3:
C26H31I2N6O2Ru | ωB97M-V/def2-TZVPD

Calculated values
LUMO energy (spin up / spin down)	-4.35 / -7.68	eV
frontier orbital gap (spin up / spin down)	8.79 / 5.71	eV
HOMO (spin up / spin down)	-13.14 / -13.39	eV
multiplicity	6
net charge	+2
relative energy (zero: lowest compared OMol25 entry of this formula, charge and spin)	18.7	kcal/mol

Structure (XYZ):
```
68
Properties=species:S:1:pos:R:3:forces:R:3:lowdin_charge:R:1
Ru 0.5990 0.5390 0.8331 0.1 -0.2 -0.3 1.311
I -7.1487 1.2550 1.8024 0.1 0.0 0.0 1.075
C -5.1366 1.4482 1.4397 -0.3 0.0 0.1 -0.703
C -4.4160 2.4681 2.0925 0.0 -0.1 -0.1 -0.210
C -3.0869 2.6118 1.8285 0.4 0.0 -0.1 -0.616
I -1.9442 4.0575 2.7789 -0.1 -0.1 -0.1 1.013
C -2.4055 1.7296 0.8801 -0.3 0.0 0.0 -0.401
O -1.2097 1.9032 0.5696 0.1 0.2 0.3 -0.148
C -3.1762 0.6503 0.2830 0.1 0.0 0.1 -0.124
C -2.4692 -0.3002 -0.6405 0.1 0.2 0.0 -0.138
N -1.2819 -0.8742 0.0032 0.2 0.0 0.0 -0.115
C -0.5419 -1.7828 -0.8814 -0.1 0.0 0.0 -0.152
C 0.5567 -2.4473 -0.1017 0.1 0.0 0.1 -0.276
C 1.0309 -3.7024 -0.4396 0.0 -0.1 0.0 0.007
C 2.0321 -4.2705 0.3288 0.0 0.0 0.0 -0.022
C 2.5085 -3.5799 1.4330 0.1 0.0 0.0 -0.042
C 1.9844 -2.3317 1.7021 -0.1 0.0 0.0 -0.136
N 1.0400 -1.7660 0.9429 0.1 0.1 0.0 -0.009
C -4.5020 0.5423 0.5532 -0.1 0.0 0.0 -0.083
H -4.9147 3.1264 2.7912 0.0 0.0 0.0 0.095
H -2.1427 0.2299 -1.5380 0.0 0.0 0.0 0.144
H -3.1636 -1.0828 -0.9543 0.0 0.0 -0.1 0.133
H -1.5710 -1.3918 0.8273 -0.1 -0.1 0.0 0.132
H -0.1110 -1.1999 -1.6988 0.0 0.0 0.0 0.129
H -1.1869 -2.5463 -1.3251 0.0 0.0 0.0 0.134
H 0.6100 -4.2317 -1.2858 0.0 0.0 0.0 0.129
H 2.4242 -5.2480 0.0809 0.0 0.0 0.0 0.125
H 3.2685 -4.0014 2.0764 0.0 0.0 0.0 0.120
H 2.3107 -1.7617 2.5632 0.1 0.1 0.0 0.105
H -5.0874 -0.2405 0.0843 0.0 0.0 0.1 0.114
C -0.2529 0.5807 5.6595 0.1 0.0 -0.1 -0.019
C 0.1368 0.4933 4.2543 -0.1 0.0 0.4 -0.193
N 0.4415 0.4251 3.1531 0.1 0.1 -0.2 0.100
H -0.2778 1.6241 5.9706 0.0 0.0 0.0 0.097
H 0.4675 0.0431 6.2732 0.0 0.0 0.0 0.100
H -1.2380 0.1422 5.8036 0.0 0.0 -0.1 0.099
N 1.9878 6.6849 -0.0581 0.0 -0.2 0.1 0.157
C 1.8340 5.3624 0.1696 0.0 0.2 0.0 -0.301
C 1.3910 4.4902 -0.8404 0.0 0.0 0.0 0.006
C 1.2559 3.1556 -0.5612 0.2 0.1 0.2 -0.161
N 1.5096 2.6116 0.6449 -0.2 -0.1 -0.2 -0.091
C 1.9276 3.4458 1.6054 0.0 -0.1 0.1 -0.162
C 2.1129 4.7930 1.4227 0.0 0.1 0.0 -0.010
H 1.7988 7.0792 -0.9607 0.0 0.0 0.0 0.115
H 2.3459 7.2967 0.6520 0.0 0.0 0.0 0.116
H 1.1640 4.8666 -1.8304 0.0 0.0 0.0 0.122
H 0.9461 2.4735 -1.3416 -0.1 0.0 0.0 0.106
H 2.1320 2.9968 2.5712 0.0 0.0 0.0 0.108
H 2.4680 5.4118 2.2382 0.0 -0.1 0.0 0.120
O 2.2134 0.0258 -0.9395 0.1 0.1 0.4 -0.034
C 3.3552 0.4004 -1.2249 0.0 -0.1 -0.4 -0.462
C 4.0910 -0.1455 -2.4097 0.0 0.0 0.0 -0.083
C 5.0942 -1.2001 -1.8628 0.0 0.1 0.1 -0.156
C 5.9704 -0.8113 -0.6542 -0.1 0.0 0.0 -0.180
C 5.2453 -0.6785 0.7010 0.0 0.1 -0.1 -0.155
C 4.4646 0.6435 0.8888 0.1 -0.1 -0.2 -0.157
N 4.1154 1.2096 -0.4263 -0.2 0.0 0.3 0.069
H 4.6243 0.6582 -2.9263 0.0 0.0 0.1 0.132
H 3.4038 -0.6189 -3.1062 0.0 0.1 -0.1 0.123
H 5.7556 -1.4665 -2.6862 0.0 -0.1 0.0 0.119
H 4.5306 -2.1015 -1.6052 0.0 0.0 0.0 0.115
H 6.5518 0.0913 -0.8749 0.0 0.0 0.0 0.119
H 6.7085 -1.6066 -0.5438 0.0 0.0 0.0 0.118
H 5.9768 -0.7798 1.5032 0.0 0.0 0.0 0.116
H 4.5532 -1.5178 0.7916 0.0 -0.1 0.0 0.088
H 5.0463 1.3872 1.4290 0.0 0.0 0.0 0.124
H 3.5475 0.4756 1.4461 -0.2 0.0 0.2 0.077
H 4.9527 1.5017 -0.9056 0.1 0.0 -0.1 0.126
```
Positions in Å, forces in eV/Å.

Entry 4:
C2H4NP | ωB97M-V/def2-TZVPD

Calculated values
LUMO energy	-0.33	eV
frontier orbital gap	6.06	eV
HOMO	-6.39	eV
multiplicity	1
relative energy (zero: lowest compared OMol25 entry of this formula, charge and spin)	86.2	kcal/mol

Structure (XYZ):
```
8
Properties=species:S:1:pos:R:3:forces:R:3:lowdin_charge:R:1
C 0.9078 -0.3177 0.1197 3.0 -2.3 -0.6 -0.212
C -0.2489 0.3066 -0.0712 -1.2 2.3 -1.0 -0.559
N 1.8939 -1.0136 0.2025 0.3 1.1 -0.6 0.192
P -2.1177 -0.3543 -0.0444 -0.3 -0.9 -0.3 0.510
H -0.3529 1.2455 0.5612 0.4 -1.1 -1.2 0.093
H -0.5359 0.3934 -1.2626 0.6 0.1 2.6 0.097
H 2.8795 -1.0277 -0.2293 -2.4 0.3 0.9 0.146
H -2.4258 0.7679 0.7240 -0.3 0.4 0.2 -0.266
```
Positions in Å, forces in eV/Å.

Entry 5:
C3H11N2S | ωB97M-V/def2-TZVPD

Calculated values
LUMO energy (spin up / spin down)	-7.50 / -12.14	eV
frontier orbital gap (spin up / spin down)	12.16 / 7.52	eV
HOMO (spin up / spin down)	-19.66 / -19.66	eV
multiplicity	2
net charge	+2
relative energy (zero: lowest compared OMol25 entry of this formula, charge and spin)	12.7	kcal/mol

Structure (XYZ):
```
17
Properties=species:S:1:pos:R:3:forces:R:3:lowdin_charge:R:1
C 2.4878 0.2638 0.8339 0.5 -0.8 0.4 -0.297
S 1.3751 -0.6274 -0.2127 0.9 0.4 -0.5 1.111
C 1.7418 0.0020 -1.8973 -0.9 0.0 1.5 -0.221
H 3.5143 -0.1316 0.7338 -0.1 0.2 -0.7 0.107
H 2.3133 -0.0115 1.8760 -0.6 0.4 0.0 0.072
H 2.4446 1.3183 0.5710 0.1 0.1 0.2 0.083
H 0.7348 0.1024 -2.3046 0.2 -0.2 -0.5 0.056
H 2.1909 0.9873 -1.8007 0.4 -0.2 -0.2 0.076
H 2.3320 -0.7844 -2.3616 0.1 0.1 -0.4 0.086
N -2.3472 0.1289 1.7310 0.5 0.2 -0.4 0.205
C -2.8385 -0.2917 0.5922 -0.1 1.5 -0.5 -0.134
N -2.1553 -0.7264 -0.4485 0.2 0.3 0.4 0.192
H -1.3433 0.1767 1.8397 0.0 -0.1 0.3 0.128
H -2.8577 0.9066 2.1376 -0.2 -0.5 0.7 0.160
H -3.8925 -0.0621 0.4747 -0.1 -0.4 -0.3 0.177
H -2.5659 -0.5168 -1.3503 -0.2 -0.7 -0.1 0.152
H -1.1342 -0.7342 -0.4142 -0.7 -0.2 0.0 0.045
```
Positions in Å, forces in eV/Å.

no.,F_max (eV Å⁻¹)
1,4.6
2,1.2
3,0.4
4,3.8
5,1.7